[1]
{
  "formula": "C37H67AlFN8O3SSb",
  "method": "ωB97M-V/def2-TZVPD",
  "spin_multiplicity": 1,
  "max_force_ev_per_a": 4.45,
  "lumo_ev": -9.6,
  "total_charge": 4,
  "homo_ev": -12.82,
  "e_tot_ha": -3093.30097,
  "elements": ["Al", "N", "C", "C", "C", "N", "C", "C", "N", "C", "H", "H", "H", "H", "H", "H", "H", "H", "H", "H", "H", "H", "H", "H", "H", "H", "F", "C", "C", "C", "C", "O", "C", "C", "N", "C", "C", "C", "C", "C", "C", "N", "C", "C", "N", "C", "C", "C", "O", "O", "H", "H", "H", "H", "H", "H", "H", "H", "H", "H", "H", "H", "H", "H", "H", "H", "H", "H", "C", "C", "C", "Sb", "C", "C", "C", "C", "C", "C", "H", "H", "H", "H", "H", "H", "H", "H", "H", "H", "H", "H", "H", "H", "H", "H", "H", "H", "H", "H", "H", "C", "C", "N", "C", "S", "N", "C", "C", "H", "H", "H", "H", "H", "H", "H", "H", "H", "H", "H", "H"],
  "positions_angstrom": [[-1.25453, -2.11600, 0.75538], [-6.58145, -1.90206, 2.48270], [-5.05922, -1.77405, 2.25559], [-4.84305, -0.44048, 1.62818], [-3.42003, 0.03898, 1.65423], [-2.56257, -0.69439, 0.57229], [-2.67093, -0.22036, 3.05969], [-2.94022, -1.66703, 3.54846], [-2.17898, -2.69426, 2.70675], [-4.43183, -2.00349, 3.57231], [-7.15437, -2.08400, 1.61838], [-6.90935, -1.04538, 2.89023], [-6.65208, -2.73438, 3.09396], [-4.86696, -2.63945, 1.54920], [-5.57018, 0.38942, 1.92172], [-5.14153, -0.52657, 0.55909], [-3.34815, 1.04627, 1.36840], [-2.10482, 0.03226, 0.05082], [-3.28311, -1.02450, -0.02928], [-3.25343, 0.44850, 3.66734], [-1.54689, -0.00955, 3.05382], [-2.61449, -1.78477, 4.59135], [-2.80879, -3.50564, 2.49189], [-1.45895, -3.10627, 3.33266], [-4.97455, -1.42819, 4.34528], [-4.61822, -3.08321, 3.86207], [2.86346, -2.48884, 6.02859], [2.95940, -1.72849, 4.94974], [2.04114, -1.90163, 3.94618], [2.22879, -1.10620, 2.72924], [1.29337, -1.21888, 1.67814], [0.16845, -1.92491, 1.88955], [1.68978, -0.69569, 0.38926], [2.99835, -0.26679, 0.22621], [3.72354, 0.22100, 1.28360], [4.89444, 0.95225, 1.11049], [4.86439, 2.09343, 0.19255], [4.92186, 2.38980, 1.68730], [3.49906, -0.48064, 2.50926], [4.46898, -0.41423, 3.54860], [4.04330, -0.81654, 4.87985], [4.63137, -0.31188, 6.03923], [5.96066, 0.31533, 6.03512], [5.99271, 1.53394, 7.01058], [5.59346, 1.15440, 8.37232], [4.30707, 0.39236, 8.42065], [4.18406, -0.76606, 7.37195], [0.83034, -1.04131, -0.79862], [1.23275, -1.17604, -1.97339], [-0.48076, -1.21058, -0.59417], [1.28901, -2.63932, 3.89968], [3.40423, -0.12798, -0.76601], [5.90754, 0.51180, 1.18105], [3.90440, 2.17132, -0.38529], [5.83620, 2.32256, -0.26302], [4.00592, 2.73931, 2.23322], [5.92030, 2.63132, 2.06371], [5.51883, -0.09785, 3.37777], [6.21890, 0.92891, 5.07896], [6.83366, -0.34826, 6.23242], [5.29597, 2.27183, 6.58299], [6.99252, 1.97534, 7.01403], [5.58017, 2.02856, 8.90214], [6.29983, 0.58697, 8.86203], [3.44515, 1.10815, 8.31483], [4.24970, -0.01785, 9.44465], [3.08287, -1.01124, 7.43802], [4.74427, -1.65813, 7.67882], [-3.28911, 5.86089, -5.76276], [-1.80175, 5.84046, -5.38730], [-0.79329, 6.14814, -6.56594], [-1.18343, 3.91599, -4.52345], [-2.23417, 2.16920, -5.62991], [-3.48873, 1.88308, -4.87291], [-2.38956, 2.38082, -7.15554], [0.97603, 3.76532, -4.96991], [1.20003, 2.51207, -5.88700], [1.69014, 3.62772, -3.64988], [-3.49317, 6.78717, -6.30065], [-3.95972, 5.78989, -4.88902], [-3.51022, 5.04171, -6.44908], [-1.50368, 6.57174, -4.56617], [-0.30821, 5.30685, -7.07647], [0.01589, 6.76219, -6.17150], [-1.30086, 6.71742, -7.35855], [-1.42989, 1.48054, -5.37429], [-4.09498, 2.79817, -4.67097], [-3.19869, 1.43060, -3.89268], [-4.17735, 1.19866, -5.34779], [-2.59528, 3.42761, -7.32716], [-3.15207, 1.74226, -7.65042], [-1.42286, 2.15932, -7.62155], [1.27618, 4.72329, -5.46723], [1.06044, 1.63010, -5.23943], [2.23249, 2.56395, -6.25944], [0.54948, 2.50517, -6.72571], [1.19534, 3.03430, -2.81153], [1.78761, 4.62918, -3.17040], [2.66172, 3.16292, -3.79968], [-3.95814, -6.12480, -1.24892], [-3.84368, -4.69197, -1.79484], [-2.61397, -4.35926, -2.44483], [-1.42414, -4.16549, -1.84891], [-1.23044, -4.29907, -0.05497], [-0.26594, -3.97607, -2.51020], [-0.05211, -3.58891, -3.91022], [1.44588, -3.38935, -4.22546], [-4.97209, -6.12118, -0.81479], [-3.18609, -6.29351, -0.51704], [-3.93208, -6.76227, -2.12579], [-3.96254, -4.01215, -0.91834], [-4.70855, -4.49426, -2.49482], [-2.52908, -4.63450, -3.43059], [0.46395, -3.80487, -1.84559], [-0.57300, -2.64757, -4.14656], [-0.61754, -4.37281, -4.51088], [1.87390, -2.69357, -3.51983], [1.61938, -3.12876, -5.29850], [1.95719, -4.35705, -4.18931]],
  "mulliken_charge": [-0.404, -0.146, 0.971, -1.566, -0.218, -0.022, -1.127, 0.182, -0.435, -1.682, 0.384, 0.377, 0.390, -0.083, 0.568, 0.470, 0.495, 0.448, 0.214, 0.660, 0.233, 0.364, 0.366, 0.287, 0.456, 0.515, -0.323, 0.324, -1.408, 0.299, 1.633, -0.280, 0.113, -1.204, 0.368, -0.282, -0.934, -0.441, -0.259, -1.221, 0.900, 0.249, -0.299, -1.030, -0.029, -0.976, -0.420, 0.276, -0.670, -0.091, 0.771, 0.877, 0.460, 0.422, 0.266, 0.241, 0.284, 0.505, 0.152, 0.249, 0.382, 0.461, 0.365, 0.431, 0.362, 0.430, 0.359, 0.351, -1.309, 0.031, -1.189, 0.425, 0.045, -1.086, -1.044, 0.167, -1.187, -1.334, 0.447, 0.296, 0.261, 0.390, 0.262, 0.388, 0.374, 0.270, 0.251, 0.129, 0.433, 0.125, 0.411, 0.291, 0.375, 0.211, 0.455, 0.209, 0.140, 0.374, 0.409, -1.020, -0.045, -0.069, 0.481, -0.473, -0.105, -0.412, -1.262, 0.370, 0.330, 0.351, -0.388, 0.493, 0.288, 0.266, 0.344, 0.438, 0.254, 0.376, 0.399]
}

[2]
{
  "formula": "C37H67F2IN3O12S4",
  "method": "ωB97M-V/def2-TZVPD",
  "spin_multiplicity": 1,
  "max_force_ev_per_a": 12.77,
  "lumo_ev": -4.4,
  "total_charge": 1,
  "homo_ev": -10.06,
  "e_tot_ha": -4606.42655,
  "elements": ["C", "C", "O", "N", "H", "H", "C", "H", "H", "H", "H", "H", "H", "C", "C", "O", "N", "H", "H", "C", "H", "H", "H", "H", "H", "H", "C", "C", "O", "N", "H", "H", "C", "H", "H", "H", "H", "H", "H", "I", "O", "H", "F", "C", "C", "C", "C", "C", "C", "H", "H", "H", "H", "H", "F", "C", "C", "C", "C", "C", "C", "H", "H", "H", "H", "H", "C", "C", "C", "S", "O", "O", "C", "H", "H", "H", "H", "H", "H", "H", "H", "C", "C", "C", "S", "O", "O", "C", "H", "H", "H", "H", "H", "H", "H", "H", "C", "C", "C", "S", "O", "O", "C", "H", "H", "H", "H", "H", "H", "H", "H", "C", "C", "C", "S", "O", "O", "C", "H", "H", "H", "H", "H", "H", "H", "H"],
  "positions_angstrom": [[0.18821, -2.84103, -4.46825], [1.03921, -3.22803, -3.36125], [0.67721, -4.04703, -2.51025], [2.38621, -2.42003, -3.22525], [2.49121, -2.00703, -4.26825], [2.02021, -1.74003, -2.72125], [3.39021, -3.10403, -2.33425], [-0.78979, -2.02403, -4.33225], [-0.42579, -3.61503, -5.21225], [1.00721, -2.48703, -5.18525], [3.31021, -3.13903, -1.24025], [4.30821, -2.31003, -2.36625], [3.55921, -4.09303, -2.70125], [0.60221, 0.95397, 0.81375], [-0.76979, 0.34997, 0.42475], [-1.76379, 0.66697, 0.99275], [-0.76479, -0.40603, -0.92825], [-1.28679, 0.16297, -1.56725], [0.21521, -0.43003, -1.20525], [-1.71079, -1.49803, -0.74025], [0.52221, 1.32697, 1.69175], [0.82621, 1.64397, -0.08825], [1.56621, 0.29697, 0.76375], [-2.70579, -1.33503, -0.19225], [-1.17279, -2.51203, -0.42825], [-2.00479, -1.77103, -1.63725], [4.89021, 0.69097, -3.50825], [3.63421, 1.60897, -3.50825], [3.60721, 2.72697, -3.13725], [2.34821, 0.95897, -4.03725], [2.66121, 0.15097, -4.67325], [1.87821, 0.52197, -3.26025], [1.46521, 1.77897, -4.66725], [5.44721, 1.01797, -4.34925], [4.71521, -0.41003, -3.54925], [5.65421, 0.97097, -2.58225], [1.06121, 2.70597, -4.12325], [0.65321, 1.15897, -5.04925], [2.08421, 2.10997, -5.56825], [-2.39579, 1.34797, -3.51125], [1.57321, -0.37303, -1.90825], [2.03921, -0.34903, -1.02725], [5.82121, 0.73897, 5.68075], [4.80421, 0.40897, 4.91175], [3.55221, 0.93597, 5.19775], [2.30421, 0.65997, 4.57575], [2.47321, -0.26303, 3.41075], [3.73521, -0.86503, 3.17175], [4.90021, -0.43203, 3.91975], [3.46321, 1.50697, 6.00075], [1.43421, 1.06097, 4.48375], [1.47021, -0.41503, 2.86475], [3.65321, -1.67003, 2.50475], [5.79121, -0.94903, 3.63375], [-4.57779, -3.12103, -1.56225], [-3.84479, -4.17603, -2.14425], [-3.58979, -4.11203, -3.52025], [-2.87579, -5.14303, -4.09925], [-2.56279, -6.32903, -3.37425], [-2.78079, -6.34403, -1.96925], [-3.31079, -5.25403, -1.43425], [-3.82779, -3.12003, -4.18425], [-2.82179, -5.21303, -5.10825], [-2.13779, -7.01003, -3.80525], [-2.59879, -7.20403, -1.22725], [-3.62379, -5.35703, -0.34525], [-3.08379, -4.49503, 4.06775], [-3.45879, -3.79403, 2.86575], [-3.31879, -2.37403, 2.99875], [-1.89379, -2.25903, 4.02275], [-2.25179, -1.41703, 5.15075], [-0.78979, -1.94303, 3.17075], [-1.83779, -3.90303, 4.59875], [-2.94479, -5.52203, 4.23375], [-3.85379, -4.06603, 4.79475], [-4.48279, -3.91903, 2.51175], [-2.70479, -4.03203, 1.95175], [-4.22979, -1.91403, 3.61275], [-3.18979, -1.90903, 2.06275], [-1.73179, -3.78003, 5.54675], [-1.05279, -4.23403, 4.27575], [5.84721, 2.75997, 0.14475], [4.80321, 1.96997, 0.84075], [4.18621, 2.87497, 1.81775], [5.37721, 4.01797, 2.39175], [5.91521, 3.66797, 3.73275], [4.89121, 5.37297, 2.22175], [6.66321, 3.47997, 1.25475], [5.38321, 3.32697, -0.58225], [6.64921, 2.22097, -0.28625], [5.49621, 1.15897, 1.28575], [4.16221, 1.52797, 0.11975], [3.84921, 2.36497, 2.64175], [3.34921, 3.55297, 1.33575], [7.21121, 2.80197, 1.74875], [7.29121, 4.41397, 0.75775], [-5.96579, 0.81297, 0.08675], [-5.99079, 1.89497, 1.27375], [-6.42979, 1.27697, 2.46175], [-7.11079, -0.26303, 2.12775], [-8.38679, -0.32203, 2.67275], [-6.15279, -1.28203, 2.40375], [-7.29079, -0.00703, 0.33875], [-5.11479, 0.16097, 0.28475], [-5.78979, 1.31297, -0.95425], [-6.51079, 2.82897, 0.89675], [-5.05779, 2.08797, 1.47675], [-7.35979, 1.87397, 2.79875], [-5.67579, 1.15797, 3.26475], [-8.13179, 0.63297, 0.14875], [-7.39579, -0.89303, -0.31025], [-0.60279, 5.01997, -1.73525], [0.88821, 5.20497, -1.25525], [0.74721, 5.84897, 0.10975], [-0.62679, 5.12697, 1.02375], [-1.40179, 6.26597, 1.50375], [-0.20279, 4.16997, 1.84375], [-1.43279, 4.52197, -0.54125], [-0.52079, 4.27797, -2.65825], [-0.99679, 5.93697, -2.08425], [1.46121, 5.87897, -2.04625], [1.51121, 4.13797, -1.12125], [0.59921, 7.02697, -0.08225], [1.64221, 5.99397, 0.68775], [-2.39179, 4.65197, -0.55725], [-1.44079, 3.36597, -0.44425]],
  "mulliken_charge": [-0.753, 0.676, -0.466, 0.472, 0.469, -0.281, -0.643, 0.228, 0.272, 0.281, 0.290, 0.231, 0.419, -1.959, 0.540, -0.365, 1.914, -0.740, -0.273, -0.694, 1.571, 0.313, -0.008, -0.211, 0.185, 0.682, -0.781, 0.556, -0.372, 0.616, 0.444, -0.260, -0.729, 0.464, 0.092, 0.099, 0.114, 0.343, 0.436, -0.730, -1.288, -0.172, -0.357, 0.462, -0.593, -1.222, 0.627, -1.012, -0.489, 0.554, 0.760, 0.166, 0.616, 0.475, -0.289, 0.243, -0.150, -0.740, -0.987, -0.455, 0.089, 0.294, 0.722, 0.748, 0.304, 0.250, -0.583, -0.196, 0.246, 1.294, -0.764, -0.589, -1.554, 0.418, 0.261, 0.431, -0.076, 0.264, -0.495, 0.687, 0.679, -1.130, 0.349, 0.785, 1.118, -0.658, -0.676, -0.944, 0.499, 0.384, 0.050, -0.058, -0.284, -0.307, 0.566, 0.347, -0.034, -0.809, -0.419, 0.978, -0.722, -0.492, -0.785, -0.205, 0.356, 0.336, 0.331, 0.241, 0.408, 0.381, 0.405, -0.409, -0.032, -0.909, 1.041, -0.731, -0.417, -0.466, -0.016, 0.457, 0.349, -0.202, 0.289, 0.521, 0.780, -0.289]
}